No. 1
Here is C32H31IrN8O6S2Se as an isolated structure from the OMol25 dataset. Energies are from ωB97M-V/def2-TZVPD.

The LUMO energy (spin up / spin down) is -1.81 / -1.81 eV. Its spin multiplicity is 1. The HOMO energy (spin up / spin down) is -0.266 / -0.266 Eh. The calculated total energy is -147749.3630 eV.

The geometry in XYZ format:
```
81
C32H31IrN8O6S2Se ωB97M-V/def2-TZVPD
Ir 0.39011 0.37706 -0.44257
C -2.65089 5.86086 3.89503
C -2.17629 4.47126 3.60593
C -1.07049 3.93546 4.25633
C -0.62469 2.65526 3.97563
C -1.29629 1.89176 3.04323
C -2.42559 2.38976 2.42223
C -2.85389 3.67516 2.68783
S -0.77279 0.22246 2.64503
O -1.85879 -0.38044 1.91873
O -0.36779 -0.45014 3.84963
N 0.50101 0.38196 1.57953
C 1.78001 0.53756 2.04353
C 2.18021 0.64746 3.38863
C 3.51901 0.78286 3.71423
C 4.50581 0.78886 2.74213
C 4.16281 0.67556 1.38083
C 5.10551 0.65446 0.33243
C 4.64661 0.55696 -0.97437
C 3.29751 0.46516 -1.22687
N 2.37491 0.46016 -0.24807
C 2.79091 0.57086 1.04153
H -1.92749 6.38976 4.50853
H -3.60679 5.83756 4.41993
H -2.79529 6.41186 2.96723
H -0.54909 4.52456 4.99373
H 0.22441 2.24316 4.49253
H -2.97219 1.73946 1.76113
H -3.73039 4.06276 2.18973
H 1.44501 0.58546 4.17093
H 3.79461 0.88546 4.75543
H 5.54661 0.87376 3.01803
H 6.16091 0.71436 0.54343
H 5.33691 0.54216 -1.79977
H 2.93751 0.37456 -2.23997
O 0.56191 2.41196 -7.12987
C 0.76721 1.25916 -6.81547
O 1.02291 0.20736 -7.37227
C 0.64791 1.03956 -5.22927
C 0.21101 -0.20094 -4.74727
C 0.12321 -0.38034 -3.38947
N 0.42251 0.58606 -2.49907
C 0.80381 1.79966 -2.98737
C 0.93591 2.05536 -4.34097
C 1.00801 2.93696 -1.98047
O 1.57291 3.95176 -2.33447
O 0.49211 2.70766 -0.83677
H -0.03069 -0.99434 -5.43527
H -0.21089 -1.32194 -2.97027
H 1.24941 3.03706 -4.66277
C 3.39411 -4.85944 -0.59237
N 1.97421 -5.06334 -0.54027
C 1.29781 -6.22874 -0.76767
C -0.01709 -5.99114 -0.53757
N -0.13879 -4.68044 -0.16277
C -1.33459 -4.00204 0.25283
C 1.08791 -4.10764 -0.16477
Se 1.53181 -2.37714 0.30523
H 3.89791 -5.81674 -0.69357
H 3.71431 -4.36704 0.32843
H 3.66391 -4.20734 -1.42607
H 1.79891 -7.12824 -1.06027
H -0.85929 -6.64954 -0.60067
H -2.11789 -4.73214 0.44393
H -1.65599 -3.28584 -0.50487
H -1.12659 -3.43774 1.16463
C -4.88729 -2.60424 -1.59517
C -4.35649 -2.10564 -0.25177
C -3.49009 -0.91454 -0.42757
N -2.22629 -0.91874 -0.58687
N -1.66569 0.28996 -0.68817
C -2.53059 1.28116 -0.66527
N -2.22249 2.56356 -0.82617
S -4.17409 0.71246 -0.47257
H -5.45709 -3.51804 -1.45177
H -4.06029 -2.80824 -2.27097
H -5.53169 -1.85574 -2.04767
H -3.77179 -2.88234 0.23593
H -5.18849 -1.84804 0.40673
H -1.22759 2.82386 -0.80377
H -2.91979 3.26916 -0.67937
```

No. 2
Here is one molecule with the formula C10H7NS2 from the OMol25 dataset. Energies are from ωB97M-V/def2-TZVPD.

The LUMO energy is 0.66 eV. As for the SMILES: Cc1nc2c(s1)sc1ccccc12. Its spin multiplicity is 1. The HOMO energy is -0.292 Eh. The calculated total energy is -33643.3645 eV. The value obtained for the energy relative to the best compared isomer or geometry (same formula, charge and spin) is 0.0 kJ/mol.

The geometry in XYZ format:
```
20
C10H7NS2 ωB97M-V/def2-TZVPD
C -4.00717 0.89700 -0.01770
C -2.80471 0.03746 -0.12170
C -0.63216 -0.18167 -0.12580
C 0.77786 -0.02098 -0.10869
C 1.44035 1.19505 -0.05423
C 2.85296 1.07874 0.04963
C 3.52393 -0.12203 0.03504
C 2.81592 -1.37607 -0.14515
C 1.44209 -1.30099 -0.07759
C -0.95306 -1.50547 0.04985
H -4.72919 0.74544 -0.84184
H -4.47306 0.65778 1.05843
H -3.68289 1.95143 0.09145
H 0.88876 2.14592 0.00926
H 3.47254 2.06109 0.21672
H 4.64184 -0.24192 0.46699
H 3.34547 -2.34953 -0.28782
N -1.64043 0.63249 -0.19959
S 0.36160 -2.62114 -0.05083
S -2.64065 -1.68260 0.05356
```

No. 3
Here is C44H52I2N9O4STi as an isolated structure from the OMol25 dataset. Energies are from ωB97M-V/def2-TZVPD.

The LUMO energy is -7.99 eV. Its spin multiplicity is 1. The HOMO energy is -0.527 Eh. As for the charge: +3. The calculated total energy is -118206.7581 eV. The value obtained for the energy relative to the best compared isomer or geometry (same formula, charge and spin) is 108.3 kJ/mol.

The geometry in XYZ format:
```
113
C44H52I2N9O4STi ωB97M-V/def2-TZVPD
Ti 0.56125 0.97795 0.59775
I -1.39356 -0.07912 7.97639
C -0.96584 -0.05708 5.94290
C -1.74016 -0.80332 5.06554
C -1.45549 -0.75831 3.71011
I -2.62334 -1.89656 2.40181
C -0.41418 0.02296 3.22388
O -0.20489 0.10698 1.88461
C 0.38338 0.74668 4.10722
C 1.59764 1.51018 3.64672
N 1.46437 2.24811 2.35415
C 1.02671 3.64895 2.58553
C -0.36675 3.81245 3.15521
C -0.64057 4.93815 3.92284
C -1.91404 5.09730 4.44438
C -2.86036 4.11467 4.19894
C -2.48898 3.02540 3.42880
N -1.27377 2.87519 2.89915
C 0.09243 0.70314 5.46176
H -2.55617 -1.41108 5.43041
H 2.42011 0.80606 3.52390
H 1.88793 2.21438 4.42979
H 2.41633 2.33338 2.00475
H 1.72632 4.11981 3.28182
H 1.11805 4.19607 1.64262
H 0.13272 5.66987 4.12069
H -2.15721 5.96253 5.04636
H -3.85963 4.18385 4.60528
H -3.19664 2.22526 3.23599
H 0.69999 1.27323 6.15361
C 3.63745 -2.53492 3.23488
N 3.61818 -2.85321 1.81126
C 4.05607 -4.04509 1.27936
C 3.88595 -3.97367 -0.04770
N 3.34780 -2.72159 -0.33911
C 3.19037 -2.03000 0.83258
S 2.71255 -0.43811 1.24403
C 3.07516 -2.29141 -1.68021
C 3.40851 -3.11332 -2.75516
C 3.14802 -2.64526 -4.02947
C 2.57287 -1.39224 -4.19151
C 2.28655 -0.66629 -3.05180
N 2.52600 -1.10499 -1.81501
H 3.82673 -3.45398 3.78175
H 2.67678 -2.11906 3.52867
H 4.42338 -1.81338 3.44969
H 4.45240 -4.83604 1.89096
H 4.10422 -4.70857 -0.79626
H 3.87330 -4.07789 -2.63154
H 3.40524 -3.25269 -4.88699
H 2.36520 -0.98924 -5.17270
H 1.84577 0.32156 -3.12361
C -3.93933 2.66389 -1.22011
N -2.79449 2.38364 -0.35483
C -2.91858 1.17113 0.43398
C -1.66918 3.09678 -0.40179
N -0.49124 2.60232 -0.01059
N -1.74022 4.35367 -0.92861
C -2.73944 5.30073 -0.42126
C -0.54113 4.99798 -1.43785
H -3.64324 3.30233 -2.04728
H -4.75445 3.13572 -0.67085
H -4.30017 1.71448 -1.61567
H -3.89831 1.15950 0.91239
H -2.16255 1.14523 1.20908
H -2.84122 0.28612 -0.20327
H 0.19594 3.34625 -0.01070
H -3.54124 4.78098 0.09095
H -3.15743 5.88305 -1.24133
H -2.26752 5.98387 0.28998
H 0.11305 4.27079 -1.91698
H 0.00980 5.53263 -0.65274
H -0.83475 5.73164 -2.18699
C -3.20974 -7.22966 -0.83616
O -2.49040 -6.00371 -1.04430
C -1.85886 -5.83522 -2.22256
C -1.87939 -6.72089 -3.29537
C -1.16194 -6.41952 -4.44130
C -0.40366 -5.25542 -4.53671
C -0.37686 -4.37112 -3.47663
C -1.12294 -4.65256 -2.34127
N -1.09608 -3.81570 -1.18447
C -1.05141 -2.52682 -1.07766
C -1.26239 -1.53112 -2.09977
C -2.06650 -1.73774 -3.23411
C -2.31423 -0.70773 -4.11172
C -1.73119 0.54213 -3.88908
C -0.94583 0.77288 -2.77525
C -0.73254 -0.25033 -1.85560
O -0.00601 -0.05619 -0.74602
H -3.59276 -7.17903 0.17700
H -2.54403 -8.08648 -0.93736
H -4.03824 -7.30656 -1.53958
H -2.44819 -7.63707 -3.23994
H -1.18586 -7.11151 -5.27223
H 0.16846 -5.05035 -5.43043
H 0.22095 -3.47004 -3.51983
H -1.12347 -4.34087 -0.31336
H -0.87187 -2.16165 -0.07105
H -2.51307 -2.70739 -3.40445
H -2.94879 -0.86739 -4.97183
H -1.89306 1.34170 -4.60076
H -0.48388 1.73591 -2.60307
C 3.34299 4.08774 -0.75731
C 3.18701 2.60352 -0.77053
C 4.32872 1.78313 -1.25334
O 2.12418 2.08270 -0.42065
H 4.24244 4.36667 -0.20543
H 2.47223 4.58557 -0.33705
H 3.50059 4.43531 -1.78229
H 5.27485 2.19538 -0.90394
H 4.34588 1.84335 -2.34713
H 4.20648 0.74573 -0.95804
```

Question: What is the formula in the first record?
Answer: C32H31IrN8O6S2Se